1.
Formula: CHLuO2
Source: OMol25
Level of theory: wB97M-V/def2-TZVPD

Results
total charge: +1
2S+1: 2

```
5
CHLuO2, DFT wB97M-V/def2-TZVPD
Lu -0.8106 0.6306 1.0442
O -0.0348 -1.1053 -0.1872
O 0.9158 0.7779 -0.5133
C 1.0004 -0.5749 -0.6517
H 1.2347 0.5979 -1.6192
```

Results of the Mulliken charge analysis, in e, for atoms 1 through 4:
1. Lu 1.183
2. O -0.397
3. O -0.279
4. C -0.015

2.
Formula: CHMgO3Tl
Source: OMol25
Level of theory: wB97M-V/def2-TZVPD

Results
total charge: +1
2S+1: 2

```
7
CHMgO3Tl, DFT wB97M-V/def2-TZVPD
Tl 2.4022 0.7139 -4.1785
Mg 3.7937 -0.8261 -3.5936
O 2.2342 0.5370 -1.7856
O 1.8015 -0.2197 -0.9600
O 3.6253 -2.5305 -1.3963
C 2.8711 -2.2123 -0.5674
H 2.7067 -0.4458 -0.3457
```

Results of the Mulliken charge analysis, in e, for atoms 1 through 4:
1. Tl 0.467
2. Mg 0.556
3. O -0.258
4. O -0.148

3.
Formula: CHN2O2P
Source: OMol25
Level of theory: wB97M-V/def2-TZVPD

Results
total charge: 0
energy above the lowest of the compared OMol25 structures with the same formula, charge and spin: 357.1 kJ/mol

```
7
CHN2O2P, DFT wB97M-V/def2-TZVPD
P 0.2484 -0.0249 1.2988
O -1.2594 0.3141 -0.9575
O -0.5032 1.9619 0.2398
N -0.2696 -2.2855 -0.3195
N -0.6531 0.7899 -0.0458
C 0.1107 -1.5808 0.5147
H 2.3263 0.8254 -0.7304
```

Results of the Mulliken charge analysis, in e, for atoms 1 through 4:
1. P 0.128
2. O -0.485
3. O -0.532
4. N -0.274

4.
Formula: CHN2O3
Source: OMol25
Level of theory: wB97M-V/def2-TZVPD

Results
total charge: +1
energy above the lowest of the compared OMol25 structures with the same formula, charge and spin: 90.0 kJ/mol

```
7
CHN2O3, DFT wB97M-V/def2-TZVPD
O -1.0983 -0.6624 1.6101
O 1.3819 0.7197 -1.8779
O -0.0327 -1.8169 -0.0539
N 0.7268 0.8567 -0.9967
N 0.0657 0.8315 -0.0869
C -0.5612 -1.2429 0.7822
H -0.4822 1.3143 0.6231
```

Results of the Mulliken charge analysis, in e, for atoms 1 through 4:
1. O -0.380
2. O -0.253
3. O -0.341
4. N 0.794

5.
Formula: CHN2O4S
Source: OMol25
Level of theory: wB97M-V/def2-TZVPD

Results
total charge: -1
energy above the lowest of the compared OMol25 structures with the same formula, charge and spin: 168.8 kJ/mol

```
9
CHN2O4S, DFT wB97M-V/def2-TZVPD
S -1.7397 -0.2561 -0.6556
O -0.6164 -1.2369 0.3695
O 1.3083 1.6038 0.2980
O 1.6038 -1.0420 -0.2588
O -2.9601 -0.0237 0.1026
N -0.7630 1.0433 -0.5227
N 0.5194 -0.5644 0.6186
C 0.3556 0.8731 0.1022
H 2.2921 -0.3970 -0.0538
```

Results of the Mulliken charge analysis, in e, for atoms 1 through 4:
1. S 0.504
2. O -0.366
3. O -0.662
4. O -0.464

6.
Formula: CHN3O
Source: OMol25
Level of theory: wB97M-V/def2-TZVPD

Results
total charge: 0
energy above the lowest of the compared OMol25 structures with the same formula, charge and spin: 491.9 kJ/mol

```
6
CHN3O, DFT wB97M-V/def2-TZVPD
O -0.1516 -1.2076 0.0792
N -1.5770 0.4281 0.4985
N 0.2084 1.2517 0.4467
N -1.2558 -0.6717 0.2833
C 0.9003 0.3100 0.2195
H 1.8767 -0.1104 0.0512
```

Results of the Mulliken charge analysis, in e, for atoms 1 through 4:
1. O -0.369
2. N -0.154
3. N -0.412
4. N 0.465

7.
Formula: CHN3O3
Source: OMol25
Level of theory: wB97M-V/def2-TZVPD

Results
total charge: 0
structure (SMILES): O=N[N+](=O)[O-].C#N
energy above the lowest of the compared OMol25 structures with the same formula, charge and spin: 283.6 kJ/mol

```
8
CHN3O3, DFT wB97M-V/def2-TZVPD
O 0.5621 0.9928 -2.1811
O -1.6055 -0.1593 -1.0653
O -0.1251 -1.7483 -0.8864
N -0.5156 -0.6632 -1.0026
N 0.6908 0.2412 -1.2734
N 0.4450 0.3329 1.0409
C 0.3210 0.5084 2.1585
H 0.2272 0.4955 3.2096
```

Results of the Mulliken charge analysis, in e, for atoms 1 through 4:
1. O -0.299
2. O -0.508
3. O -0.518
4. N 1.043

8.
Formula: CHN4O
Source: OMol25
Level of theory: wB97M-V/def2-TZVPD

Results
total charge: -1
energy above the lowest of the compared OMol25 structures with the same formula, charge and spin: 162.5 kJ/mol

```
7
CHN4O, DFT wB97M-V/def2-TZVPD
O 0.1817 1.9803 0.0012
N -1.5114 -1.0021 -0.0087
N 0.3170 -1.5425 -0.0040
N -1.3433 0.2005 0.0157
N -0.1438 0.7091 -0.0457
C 0.7673 -0.3642 -0.0030
H 1.7325 0.0189 0.0445
```

Results of the Mulliken charge analysis, in e, for atoms 1 through 4:
1. O -0.854
2. N -0.358
3. N -0.612
4. N -0.148

Electronic energy / eV: -38756.82857; -17318.48032; -17409.39440; -10164.11180; -23057.27322; -7566.67567; -11658.89430; -9057.83514